{
  "formula": "C6H10O",
  "method": "wB97M-V/def2-TZVPD",
  "species": ["O", "C", "C", "C", "C", "C", "C", "H", "H", "H", "H", "H", "H", "H", "H", "H", "H"],
  "coordinates": [[-2.324, -0.039, -0.588], [-1.237, 0.145, 0.354], [-0.388, 1.309, -0.022], [1.027, 0.770, 0.310], [2.121, -0.092, -0.310], [0.824, -0.599, -0.502], [-0.256, -1.211, 0.265], [-2.945, -0.580, -0.169], [-1.701, 0.044, 1.310], [-0.515, 1.609, -1.174], [-0.806, 2.187, 0.557], [1.026, 0.411, 1.335], [2.672, 0.249, -1.272], [2.843, -0.374, 0.465], [0.571, -0.153, -1.579], [-0.884, -1.974, -0.218], [-0.026, -1.701, 1.240]],
  "orbital_gap_ev": 9.233,
  "total_charge": 0,
  "smiles": "OC1C[C@@H]2C[C@H]2C1"
}

=====

{
  "formula": "C2H6N2S",
  "method": "wB97M-V/def2-TZVPD",
  "species": ["N", "N", "C", "C", "S", "H", "H", "H", "H", "H", "H"],
  "coordinates": [[1.510, -0.780, -0.191], [1.278, 0.506, -0.752], [0.403, 1.176, -0.181], [-0.604, 0.376, 0.568], [-1.872, -0.081, -0.609], [0.703, -1.443, 0.117], [2.235, -1.188, -0.554], [0.277, 2.194, -0.782], [-0.101, -0.705, 0.694], [-1.175, 0.935, 1.506], [-2.654, -0.992, 0.182]],
  "orbital_gap_ev": 9.616,
  "total_charge": 0,
  "smiles": "N/N=C\\CS"
}

=====

{
  "formula": "H3NOS2",
  "method": "wB97M-V/def2-TZVPD",
  "species": ["N", "O", "S", "S", "H", "H", "H"],
  "coordinates": [[0.155, 0.082, 0.380], [0.827, 0.618, 1.289], [0.945, -0.274, -1.035], [2.337, 1.238, 1.140], [-1.804, -0.069, -0.250], [-0.018, -1.201, -1.524], [-2.441, -0.394, 0.000]],
  "orbital_gap_ev": [7.541, 7.493],
  "total_charge": 0
}

=====

{
  "formula": "C10H9N3O",
  "method": "wB97M-V/def2-TZVPD",
  "species": ["C", "C", "C", "N", "C", "C", "C", "C", "C", "N", "C", "C", "N", "H", "H", "H", "H", "H", "H", "H", "O", "H", "H"],
  "coordinates": [[-1.989, -0.089, -2.551], [-1.303, -0.258, -1.321], [-0.705, -0.682, -0.371], [-0.297, -0.667, 0.902], [-1.072, -0.458, 1.992], [-0.433, -0.310, 3.162], [1.039, -0.514, 2.848], [1.756, 0.446, 1.926], [3.174, 0.527, 1.884], [4.326, 0.553, 2.012], [1.102, -0.773, 1.290], [1.850, -1.845, 0.756], [2.609, -2.617, 0.390], [-2.392, -0.933, -3.166], [-2.867, 0.601, -2.282], [-1.440, 0.650, -3.289], [-2.108, -0.672, 1.974], [-0.959, -0.457, 4.011], [1.676, -0.946, 3.584], [1.212, 1.334, 1.598], [2.243, 0.966, -1.362], [1.878, 0.673, -2.197], [3.168, 1.158, -1.493]],
  "orbital_gap_ev": 8.915,
  "total_charge": 0,
  "smiles": "CC#CN1C=C[C@@H]2[C@@H](C#N)[C@@]21C#N.O"
}

=====

{
  "formula": "C12H25N3O3",
  "method": "wB97M-V/def2-TZVPD",
  "species": ["C", "C", "C", "C", "C", "N", "C", "O", "C", "N", "C", "C", "C", "C", "N", "C", "O", "O", "H", "H", "H", "H", "H", "H", "H", "H", "H", "H", "H", "H", "H", "H", "H", "H", "H", "H", "H", "H", "H", "H", "H", "H", "H"],
  "coordinates": [[3.546, 3.609, 0.030], [2.160, 3.301, -0.753], [1.427, 4.504, -0.288], [1.716, 2.064, -0.134], [0.414, 1.494, -0.884], [-0.279, 0.616, 0.034], [-1.372, -0.040, -0.388], [-2.138, 0.223, -1.419], [-1.719, -1.100, 0.466], [-3.120, -1.243, 0.883], [-1.066, -2.427, -0.071], [-1.602, -3.624, 0.671], [-1.276, -3.660, 2.244], [0.085, -3.218, 2.578], [0.479, -3.254, 3.983], [0.775, 1.072, -2.359], [2.027, 1.124, -2.520], [-0.156, 0.533, -3.150], [4.242, 2.842, -0.254], [3.397, 3.569, 1.093], [4.069, 4.394, -0.331], [2.284, 3.233, -1.791], [1.803, 5.529, -0.557], [0.422, 4.416, -0.713], [1.434, 4.794, 0.824], [2.341, 1.182, -0.338], [1.271, 2.253, 0.894], [-0.254, 2.319, -0.823], [0.430, 0.152, 0.707], [-1.246, -0.959, 1.419], [-3.224, -0.394, 1.475], [-3.609, -0.839, -0.141], [0.056, -2.145, -0.251], [-1.509, -2.629, -1.068], [-1.245, -4.571, 0.144], [-2.635, -3.403, 0.500], [-1.657, -4.714, 2.479], [-2.078, -2.942, 2.743], [0.823, -3.717, 1.927], [0.358, -2.279, 2.021], [-0.175, -4.036, 4.197], [-0.148, -2.437, 4.301], [-1.081, 0.659, -2.712]],
  "orbital_gap_ev": 10.382,
  "total_charge": 0,
  "smiles": "CC(C)C[C@H](NC(=O)[C@@H](N)CCCCN)C(=O)O"
}

=====

{
  "formula": "C8H18B3Br8FO4",
  "method": "wB97M-V/def2-TZVPD",
  "species": ["O", "B", "O", "B", "O", "B", "F", "O", "H", "H", "Br", "C", "C", "Br", "H", "H", "H", "H", "Br", "C", "C", "Br", "H", "H", "H", "H", "Br", "C", "C", "Br", "H", "H", "H", "H", "Br", "C", "C", "Br", "H", "H", "H", "H"],
  "coordinates": [[-0.790, 4.048, -1.651], [-1.194, 2.964, -2.340], [-2.526, 2.712, -2.677], [-2.863, 1.482, -2.167], [-1.902, 0.821, -1.386], [-0.627, 0.876, -1.910], [0.236, -0.108, -1.674], [-0.271, 1.965, -2.660], [-1.487, 4.709, -1.646], [-3.910, 0.962, -2.360], [-5.520, 2.947, 0.219], [-7.097, 1.807, 0.140], [-6.772, 0.460, -0.447], [-6.540, 0.559, -2.373], [-7.842, 2.343, -0.437], [-7.434, 1.704, 1.168], [-7.590, -0.238, -0.285], [-5.856, 0.044, -0.042], [0.150, -4.229, 0.629], [1.344, -2.753, 0.208], [2.321, -3.117, -0.875], [3.744, -4.275, -0.220], [1.833, -2.476, 1.136], [0.701, -1.942, -0.122], [2.821, -2.226, -1.247], [1.851, -3.641, -1.700], [2.730, 3.212, 1.074], [2.546, 3.396, -0.856], [3.664, 4.208, -1.450], [3.444, 6.109, -1.100], [1.571, 3.835, -1.037], [2.566, 2.382, -1.249], [3.667, 4.110, -2.533], [4.636, 3.929, -1.058], [3.019, -2.485, 3.889], [3.857, -4.054, 4.680], [4.024, -5.168, 3.681], [2.341, -6.065, 3.314], [3.240, -4.343, 5.524], [4.826, -3.714, 5.036], [4.685, -5.935, 4.078], [4.404, -4.817, 2.727]],
  "orbital_gap_ev": 9.791,
  "total_charge": 0
}

=====

{
  "formula": "C3H7ClNS",
  "method": "wB97M-V/def2-TZVPD",
  "species": ["C", "C", "C", "N", "S", "Cl", "H", "H", "H", "H", "H", "H", "H"],
  "coordinates": [[-0.676, 0.943, -0.968], [0.874, 0.931, -0.839], [-0.014, -0.071, -0.230], [-0.074, -0.204, 1.231], [-0.126, -2.392, -0.830], [-0.058, -3.088, 1.045], [-1.277, 1.668, -0.336], [-1.201, 0.943, -2.046], [1.491, 0.487, -1.551], [1.314, 1.459, -0.106], [0.745, 0.272, 1.664], [-0.077, -1.282, 1.342], [-0.921, 0.335, 1.625]],
  "orbital_gap_ev": 8.317,
  "total_charge": 1
}

=====

{
  "formula": "C42H42N6O4Sn",
  "method": "wB97M-V/def2-TZVPD",
  "species": ["Sn", "O", "C", "O", "C", "C", "C", "C", "C", "N", "C", "O", "O", "H", "H", "H", "C", "C", "C", "C", "C", "C", "N", "C", "C", "C", "C", "C", "N", "C", "C", "C", "C", "C", "C", "N", "H", "H", "H", "H", "H", "H", "H", "H", "H", "H", "H", "H", "H", "H", "H", "C", "C", "C", "C", "C", "C", "C", "N", "C", "C", "C", "C", "C", "C", "C", "N", "C", "C", "C", "C", "H", "H", "H", "H", "H", "H", "H", "H", "H", "H", "H", "H", "H", "H", "H", "H", "H", "H", "H", "H", "H", "H", "H", "H"],
  "coordinates": [[0.273, 0.225, -0.555], [0.649, -0.710, -4.940], [0.595, -0.197, -3.829], [0.740, -0.756, -2.688], [0.299, 1.299, -3.749], [0.135, 2.107, -4.860], [-0.167, 3.448, -4.658], [-0.301, 3.938, -3.363], [-0.112, 3.061, -2.309], [0.182, 1.783, -2.519], [-0.247, 3.459, -0.840], [-0.715, 4.566, -0.592], [0.147, 2.556, -0.030], [0.242, 1.676, -5.846], [-0.304, 4.111, -5.504], [-0.548, 4.969, -3.154], [-2.103, -2.494, -2.170], [-1.902, -2.911, -0.740], [-2.907, -3.608, -0.066], [-2.686, -4.019, 1.232], [-1.463, -3.748, 1.825], [-0.507, -3.052, 1.095], [-0.740, -2.624, -0.151], [0.827, -2.746, 1.695], [1.355, -3.572, 2.685], [2.572, -3.244, 3.251], [3.234, -2.110, 2.820], [2.651, -1.335, 1.818], [1.480, -1.660, 1.274], [3.349, -0.116, 1.300], [4.327, 0.516, 2.056], [5.022, 1.579, 1.497], [4.731, 1.966, 0.207], [3.709, 1.314, -0.483], [3.330, 1.734, -1.872], [3.024, 0.311, 0.070], [-2.331, -3.370, -2.779], [-1.198, -2.030, -2.556], [-2.943, -1.801, -2.254], [-3.845, -3.820, -0.565], [-3.451, -4.554, 1.782], [-1.285, -4.044, 2.849], [0.845, -4.476, 2.986], [3.011, -3.872, 4.016], [4.196, -1.852, 3.235], [4.537, 0.211, 3.071], [5.786, 2.090, 2.069], [5.270, 2.775, -0.270], [4.207, 2.058, -2.431], [2.629, 2.571, -1.822], [2.845, 0.911, -2.394], [-5.055, -2.102, 4.388], [-4.030, -1.149, 5.017], [-4.768, 0.031, 5.668], [-3.264, -1.915, 6.101], [-3.092, -0.597, 3.951], [-1.727, -0.441, 4.161], [-0.932, 0.054, 3.139], [-1.395, 0.389, 1.940], [-2.713, 0.303, 1.744], [-3.579, -0.181, 2.716], [-3.224, 0.799, 0.434], [-4.432, 1.484, 0.373], [-4.865, 2.049, -0.820], [-4.045, 1.861, -1.928], [-2.871, 1.146, -1.792], [-2.450, 0.626, -0.637], [-6.135, 2.884, -0.928], [-7.021, 2.736, 0.310], [-6.941, 2.447, -2.162], [-5.718, 4.356, -1.081], [-5.682, -2.535, 5.170], [-4.555, -2.915, 3.856], [-5.712, -1.589, 3.685], [-5.439, -0.331, 6.452], [-5.364, 0.575, 4.931], [-4.061, 0.731, 6.117], [-3.972, -2.411, 6.768], [-2.651, -1.250, 6.711], [-2.618, -2.680, 5.662], [-1.262, -0.721, 5.098], [0.135, 0.188, 3.290], [-4.637, -0.243, 2.493], [-5.001, 1.620, 1.282], [-4.296, 2.281, -2.893], [-2.242, 0.965, -2.655], [-7.272, 1.687, 0.492], [-7.953, 3.284, 0.162], [-6.540, 3.141, 1.202], [-7.091, 1.365, -2.168], [-6.443, 2.729, -3.091], [-7.921, 2.929, -2.154], [-5.240, 4.720, -0.169], [-6.594, 4.977, -1.288], [-5.006, 4.479, -1.899]],
  "orbital_gap_ev": 7.432,
  "total_charge": 0
}